The following is a DFT calculation (ωB97M-V/def2-TZVPD) of one molecule with the formula C6H4O.

energy = -306.0595 a.u.
HOMO = -10.5 eV
ΔE to the lowest compared entry with this formula, charge and spin = 95.4 kcal per mole
total charge = 0
LUMO = -1.00 eV

Bonds (Å) are listed after each position.
Atoms and positions in Å:
1 C -2.337 -0.149 -0.735  C2 1.460, H8 1.095, H9 1.094, H10 1.094
2 C -1.007 0.129 -0.203  C1 1.460, C3 1.207
3 C 0.092 0.370 0.236  C2 1.207, C4 1.448
4 C 1.426 0.702 0.691  C3 1.448, O5 1.209, C7 1.506
5 O 1.730 1.789 1.124  C4 1.209
6 C 2.214 -1.635 0.880  C7 1.306
7 C 2.456 -0.390 0.567  C4 1.506, C6 1.306, H11 1.091
8 H -2.629 0.633 -1.444  C1 1.095
9 H -3.074 -0.166 0.073  C1 1.094
10 H -2.363 -1.113 -1.251  C1 1.094
11 H 3.477 -0.098 0.321  C7 1.091